Density functional theory data (ωB97M-V/def2-TZVPD) for C39H32AsN6OPbS as an isolated structure at a distorted geometry.

Summary:
Total charge ... +1
HOMO-LUMO gap (spin up / spin down) ... 2.6 / 2.6 eV
Energy relative to the best compared isomer or geometry (same formula, charge and spin) ... 68.2 kcal per mole
Multiplicity ... 1
LUMO (spin up / spin down) ... -6.48 / -6.60 eV
Highest occupied orbital energy (spin up / spin down) ... -9.1 / -9.2 eV

Element x y z (Å)
Pb 14.904 9.685 11.342
C 18.920 13.819 8.038
C 18.023 13.415 9.194
C 16.756 14.008 9.398
C 15.932 13.614 10.436
C 16.267 12.623 11.340
N 15.406 12.094 12.328
C 15.453 12.564 13.559
C 16.244 13.701 13.979
C 16.114 14.230 15.249
C 15.246 13.675 16.181
C 15.267 14.052 17.667
C 14.527 12.571 15.788
C 14.521 12.032 14.523
N 13.700 10.879 14.300
C 12.593 10.639 15.055
C 12.175 9.368 14.798
C 13.104 8.879 13.874
N 14.016 9.779 13.576
C 17.567 12.127 11.225
C 18.345 12.420 10.121
N 18.038 11.118 12.180
C 19.223 11.134 12.824
C 19.226 10.054 13.653
C 18.055 9.408 13.427
N 17.332 10.030 12.460
H 19.929 13.651 8.371
H 18.736 13.160 7.108
H 18.845 14.899 7.754
H 16.459 14.869 8.807
H 14.974 14.130 10.536
H 17.005 14.104 13.312
H 16.793 15.075 15.490
H 15.936 14.879 17.946
H 14.294 14.360 17.986
H 15.653 13.169 18.218
H 13.879 12.066 16.491
H 12.152 11.378 15.631
H 11.268 8.977 15.198
H 13.091 7.905 13.384
H 19.366 12.006 10.117
H 19.897 11.935 12.692
H 19.934 9.717 14.345
H 17.684 8.434 13.759
S 13.259 11.707 8.853
C 11.586 11.381 8.615
C 11.202 11.151 7.276
C 9.906 10.700 7.014
C 9.028 10.515 8.052
C 9.395 10.625 9.382
C 10.688 11.081 9.669
As 11.213 11.535 11.490
C 11.236 13.519 11.293
C 12.407 14.115 11.759
C 12.747 15.396 11.412
C 11.843 16.164 10.669
C 10.588 15.643 10.325
C 10.303 14.323 10.604
C 9.612 10.901 12.478
C 8.936 11.764 13.385
C 7.798 11.296 14.123
C 7.479 9.958 14.094
C 8.078 9.099 13.143
C 9.135 9.584 12.410
H 11.923 11.174 6.489
H 9.597 10.696 5.956
H 7.997 10.274 7.790
H 8.690 10.587 10.160
H 13.032 13.523 12.354
H 13.659 15.893 11.630
H 12.127 17.242 10.280
H 9.934 16.357 9.882
H 9.366 13.829 10.344
H 9.263 12.784 13.484
H 7.376 11.955 14.909
H 6.628 9.537 14.606
H 7.805 8.112 12.991
H 9.559 8.946 11.643
O 16.870 6.112 13.107
C 16.139 6.845 12.564
N 15.412 7.572 11.940


Density functional theory data (ωB97M-V/def2-TZVPD) for C39H32IN7O3Sc as an isolated structure at a distorted geometry.

Summary:
Total charge ... +1
HOMO-LUMO gap ... 5.8 eV
Energy relative to the best compared isomer or geometry (same formula, charge and spin) ... 10.7 kcal per mole
Multiplicity ... 1
LUMO ... -3.38 eV
Highest occupied orbital energy ... -9.2 eV

Element x y z (Å)
Sc 0.652 -0.417 -0.108
N 2.742 3.840 -0.210
C 2.444 2.589 0.171
N 2.116 1.624 -0.637
C 1.790 1.961 -1.933
N 1.362 1.076 -2.783
N 1.096 -0.169 -2.325
C 0.967 -1.053 -3.259
C 0.607 -2.408 -2.940
C 0.264 -3.301 -3.958
C -0.137 -4.579 -3.621
C -0.142 -4.929 -2.279
C 0.254 -3.988 -1.337
N 0.609 -2.747 -1.637
C 1.967 3.321 -2.399
C 1.616 3.729 -3.687
C 1.857 5.024 -4.085
C 2.490 5.920 -3.226
C 2.811 5.548 -1.937
C 2.515 4.257 -1.509
H 2.985 4.539 0.481
H 2.623 2.346 1.210
H 1.119 -0.773 -4.300
H 0.293 -2.974 -4.985
H -0.440 -5.282 -4.382
H -0.445 -5.916 -1.972
H 0.298 -4.258 -0.291
H 1.158 3.007 -4.343
H 1.554 5.350 -5.067
H 2.711 6.919 -3.563
H 3.273 6.248 -1.257
O 2.957 -0.733 0.526
C 3.330 -0.646 1.900
C 2.116 -0.341 2.750
C 2.138 -0.524 4.129
C 1.003 -0.229 4.862
C -0.117 0.247 4.198
C -0.044 0.421 2.829
N 1.046 0.137 2.113
H 3.770 -0.714 0.002
H 4.072 0.153 2.041
H 3.776 -1.594 2.229
H 3.020 -0.904 4.617
H 0.987 -0.375 5.930
H -1.027 0.472 4.730
H -0.893 0.806 2.277
C -4.595 -2.499 -0.055
C -3.990 -1.277 -0.294
C -2.662 -1.080 0.023
C -1.886 -2.103 0.589
C -2.512 -3.344 0.808
C -3.846 -3.526 0.498
N -0.536 -1.879 0.835
C 0.058 -2.650 1.826
C 1.374 -3.116 1.660
C 1.991 -3.880 2.631
C 1.335 -4.185 3.811
C 0.037 -3.730 3.995
C -0.594 -2.972 3.030
H -5.632 -2.650 -0.306
H -4.557 -0.465 -0.727
H -2.200 -0.118 -0.153
H -1.943 -4.170 1.213
H -4.307 -4.484 0.689
H 1.889 -2.896 0.729
H 2.985 -4.266 2.456
H 1.821 -4.780 4.567
H -0.490 -3.985 4.902
H -1.601 -2.610 3.193
I -6.378 4.627 -1.621
C -4.442 3.938 -1.119
C -3.728 4.579 -0.122
C -2.485 4.096 0.238
C -1.950 2.985 -0.404
C -2.657 2.386 -1.442
C -3.902 2.860 -1.802
C -0.659 2.386 0.067
O 0.155 3.044 0.721
O -0.500 1.152 -0.243
H -4.145 5.435 0.384
H -1.914 4.564 1.024
H -2.218 1.551 -1.972
H -4.460 2.388 -2.596


Density functional theory data (ωB97M-V/def2-TZVPD) for C39H33AsBrF6N5O5SSeW as an isolated structure at a distorted geometry.

Summary:
Total charge ... +1
HOMO-LUMO gap (spin up / spin down) ... 6.2 / 5.6 eV
Energy relative to the best compared isomer or geometry (same formula, charge and spin) ... 65.3 kcal per mole
Multiplicity ... 4
LUMO (spin up / spin down) ... -3.82 / -5.69 eV
Highest occupied orbital energy (spin up / spin down) ... -10.0 / -11.2 eV

Element x y z (Å)
W -1.428 0.651 0.414
C 0.677 3.993 -2.040
C 0.024 3.293 -1.057
N -0.519 2.050 -1.253
C -0.362 1.500 -2.502
C 0.324 2.157 -3.554
C 0.833 3.446 -3.311
C 0.475 1.486 -4.785
C -0.002 0.191 -4.947
C -0.685 -0.455 -3.941
C -0.937 0.214 -2.712
N -1.531 -0.322 -1.604
C -2.126 -1.557 -1.647
C -2.877 -2.069 -2.718
C -3.362 -3.364 -2.673
C -3.071 -4.195 -1.605
C -2.368 -3.708 -0.485
C -2.060 -4.492 0.645
C -1.484 -3.880 1.740
C -1.214 -2.519 1.698
N -1.399 -1.754 0.612
C -1.963 -2.351 -0.468
H 1.064 4.972 -1.817
H -0.123 3.723 -0.077
H 1.324 3.990 -4.102
H 1.013 1.976 -5.581
H 0.197 -0.325 -5.872
H -0.971 -1.487 -4.057
H -3.132 -1.409 -3.534
H -3.970 -3.729 -3.488
H -3.419 -5.216 -1.594
H -2.276 -5.548 0.640
H -1.266 -4.441 2.637
H -0.848 -2.014 2.582
O 3.068 1.137 5.741
C 2.281 1.180 4.668
C 2.008 0.068 3.867
C 1.140 0.201 2.807
N 0.554 1.348 2.447
C 0.866 2.403 3.193
Br 0.137 4.050 2.691
C 1.692 2.387 4.300
H 3.426 0.251 5.894
H 2.472 -0.882 4.074
H 0.884 -0.664 2.208
H 1.897 3.281 4.865
C 5.351 -2.703 3.520
C 4.518 -3.094 2.340
C 5.110 -3.267 1.091
C 4.338 -3.586 -0.011
C 2.971 -3.722 0.142
C 2.361 -3.576 1.370
C 3.142 -3.267 2.470
S 1.991 -3.946 -1.323
O 2.422 -5.073 -2.085
O 0.595 -3.828 -0.974
N 2.480 -2.578 -2.168
C 1.761 -1.375 -1.837
C 2.528 -0.484 -0.847
C 1.581 0.488 -0.168
O 1.880 1.626 0.127
O 0.388 0.011 0.113
H 6.374 -3.051 3.402
H 4.945 -3.112 4.442
H 5.383 -1.617 3.609
H 6.179 -3.149 0.987
H 4.772 -3.719 -0.989
H 1.292 -3.704 1.437
H 2.683 -3.170 3.443
H 2.624 -2.766 -3.146
H 0.815 -1.677 -1.362
H 1.541 -0.797 -2.735
H 3.320 0.082 -1.333
H 2.978 -1.098 -0.063
F -1.528 2.340 1.103
As -3.886 1.431 2.214
F -5.122 1.921 3.431
F -1.624 0.194 2.235
F -4.088 -0.190 2.694
F -3.203 -0.052 0.312
F -5.197 1.352 1.057
Se -3.222 2.280 -1.141
C -3.491 4.165 -0.869
C -3.509 5.012 -1.990
C -3.730 6.366 -1.838
C -3.976 6.894 -0.575
C -3.950 6.064 0.541
C -3.697 4.712 0.401
H -3.345 4.584 -2.968
H -3.725 7.012 -2.704
H -4.190 7.946 -0.467
H -4.131 6.477 1.522
H -3.671 4.080 1.286